[1]
This record from the OMol25 dataset describes 3 unconnected molecules or ions with the total composition C33H67BN2O8P at a distorted geometry. The level of theory is ωB97M-V with the def2-TZVPD basis set.

The geometry in XYZ format:
```
112
Properties=species:S:1:pos:R:3:forces:R:3
C 1.18906 3.59663 -2.40247 -0.1 -1.6 -1.4
C 1.46947 4.56079 -1.77335 -0.1 1.1 1.6
C 1.65033 5.58763 -0.73988 0.3 0.0 -0.4
C 2.37282 5.07454 0.53605 -0.1 0.4 -0.1
C 1.51052 5.10339 1.81794 0.5 -0.4 -0.4
C 0.92680 3.76650 2.31800 -0.9 -0.1 0.1
C 0.91652 2.62843 1.30229 0.1 0.3 -0.3
O 2.12815 1.95421 1.42992 -0.3 0.0 -0.4
P 2.59156 1.84254 3.13850 0.4 0.1 0.8
C 1.10806 0.65735 3.50378 0.4 0.3 -0.1
O 1.23174 -0.64066 2.90899 -0.4 0.0 0.2
C 0.59197 -0.78978 1.67460 0.1 -0.3 -0.4
C -0.92634 -0.79178 1.75814 0.1 0.2 -0.3
O -1.40281 -1.01188 0.43721 0.1 0.2 0.1
C -2.76889 -0.74871 0.27841 -0.1 -0.4 -0.4
C -3.06339 -0.48236 -1.19958 -0.1 0.0 0.4
O -2.33610 -1.31866 -2.05788 -0.3 0.2 -0.3
C -1.08806 -0.81312 -2.50332 0.4 -0.4 -0.2
C -0.93971 -0.95152 -4.01771 0.2 0.0 0.2
B 4.28953 2.79918 2.88528 -0.3 0.4 -0.4
C 5.03082 3.05173 1.50130 0.2 -0.5 0.3
O 4.99236 3.22716 4.02309 -0.3 -0.5 0.2
O 1.57112 3.27913 3.45481 0.0 0.0 -0.2
H 1.03478 2.71090 -2.97995 0.0 0.2 0.1
H 0.66974 5.99345 -0.49091 -0.1 0.0 0.0
H 2.21343 6.40512 -1.19356 0.0 0.1 0.1
H 2.78641 4.09126 0.34063 0.0 -0.2 0.1
H 3.22359 5.73665 0.69500 0.1 0.0 0.0
H 0.69008 5.79813 1.64306 0.0 0.2 0.2
H 2.13457 5.46983 2.63021 -0.1 0.2 0.2
H -0.13643 3.96473 2.54425 0.1 0.1 0.3
H 0.05602 1.97087 1.47382 -0.1 -0.1 0.2
H 0.74990 3.03147 0.30028 0.3 -0.1 -0.2
H 3.39485 0.62800 2.85695 0.1 0.0 0.1
H 2.89350 1.83483 4.57258 0.0 -0.1 -0.1
H 0.14346 1.12726 3.30561 -0.1 -0.1 -0.2
H 1.15535 0.50160 4.57270 0.0 0.0 0.2
H 0.89280 -1.76188 1.27754 0.1 -0.1 0.0
H 0.90470 -0.04333 0.94144 0.1 0.2 0.1
H -1.27133 -1.57118 2.44328 -0.1 -0.1 0.1
H -1.29234 0.18080 2.09356 -0.1 0.0 0.2
H -3.36210 -1.61374 0.60035 0.0 0.0 0.2
H -3.08300 0.12321 0.85930 0.0 0.1 0.1
H -4.12304 -0.68413 -1.37087 -0.1 0.0 0.0
H -2.90364 0.57661 -1.41860 0.2 0.0 -0.2
H -0.29786 -1.37730 -2.00841 0.0 0.0 0.2
H -0.95048 0.22878 -2.21642 -0.1 0.1 0.2
H -1.07273 -0.00169 -4.52792 -0.1 0.0 -0.1
H -1.63423 -1.67343 -4.43752 -0.2 -0.1 0.1
H 0.06314 -1.31550 -4.23568 0.1 0.1 -0.2
H 4.95550 4.11850 1.28605 0.0 0.1 -0.1
H 6.09816 2.82845 1.60586 0.1 0.0 -0.1
H 4.62195 2.48025 0.67388 -0.1 0.0 -0.1
H 5.77289 2.69102 4.17979 0.3 0.3 -0.1
C -1.31646 0.77096 -10.65389 -0.1 0.0 0.1
C -0.81816 -0.12090 -9.48813 0.1 0.7 -0.8
C -0.59129 -1.55607 -9.96825 -0.1 -0.4 0.1
C -1.88143 -2.33223 -10.22230 0.0 0.1 0.0
C -2.79609 -2.27539 -9.00017 0.3 -0.2 -0.1
C -3.07601 -0.84881 -8.52898 -1.0 0.4 -0.3
N -1.79161 -0.10433 -8.35365 0.6 -1.4 0.5
O -1.22248 -0.41592 -7.23591 -0.2 0.5 -0.2
C -4.00333 -0.13739 -9.53030 0.1 0.1 -0.1
C -3.81626 -0.87855 -7.19808 0.1 0.0 0.3
C 0.50794 0.45970 -9.01333 0.1 0.0 0.3
H -1.76145 0.19646 -11.46675 -0.1 0.0 0.1
H -2.04927 1.49994 -10.31170 0.0 0.0 0.0
H -0.49110 1.33802 -11.08178 0.1 -0.1 0.0
H -0.00567 -2.09176 -9.21462 0.0 0.1 0.1
H 0.01783 -1.52827 -10.87468 0.0 0.1 0.0
H -2.39778 -1.94403 -11.10494 0.0 0.0 0.0
H -1.63938 -3.37281 -10.44699 0.0 0.0 0.0
H -3.74637 -2.76759 -9.21838 -0.1 0.0 0.0
H -2.33199 -2.83755 -8.18401 0.0 0.1 0.1
H -4.12701 0.91236 -9.26143 0.0 0.0 0.0
H -4.98742 -0.60531 -9.50697 0.0 -0.1 0.1
H -3.65762 -0.18714 -10.56023 0.0 0.0 0.0
H -3.28365 -1.45376 -6.44408 0.1 0.1 0.0
H -4.79365 -1.33874 -7.34236 0.0 0.0 -0.1
H -3.96638 0.13030 -6.81173 0.0 0.0 0.0
H 0.37597 1.46589 -8.61306 0.0 0.0 0.0
H 1.19286 0.51184 -9.85935 0.0 0.0 -0.1
H 0.97385 -0.15422 -8.24583 -0.1 0.0 0.0
C 0.94404 -1.13608 9.59191 0.0 0.1 -0.1
C 0.05925 -2.37552 9.30339 0.4 0.8 0.6
C 0.89349 -3.65740 9.36275 0.1 -0.3 -0.2
C 1.82459 -3.84033 8.16583 0.0 0.1 0.0
C 1.05310 -3.71730 6.85266 0.1 -0.3 0.3
C 0.25091 -2.42108 6.75185 0.5 0.8 -0.7
N -0.60294 -2.25547 7.97066 -0.2 -1.6 0.0
O -1.67622 -2.97456 7.90835 0.1 0.5 0.0
C 1.20213 -1.23063 6.55858 0.2 0.0 0.3
C -0.63300 -2.45751 5.51290 -0.3 -0.2 0.0
C -1.00803 -2.42634 10.38966 -0.3 -0.1 0.0
H 2.00339 -1.32317 9.41974 0.0 0.0 -0.1
H 0.64833 -0.28553 8.98076 0.0 0.0 0.0
H 0.84093 -0.82511 10.63131 0.0 -0.1 0.1
H 0.21691 -4.51715 9.41311 -0.1 0.1 0.0
H 1.46817 -3.65707 10.29251 0.0 0.1 0.0
H 2.63865 -3.11163 8.19735 0.0 0.0 0.0
H 2.29605 -4.82421 8.22148 0.0 0.0 0.0
H 1.74073 -3.76863 6.00674 0.0 0.1 -0.1
H 0.37343 -4.57125 6.75883 -0.1 0.1 0.0
H 0.65567 -0.28866 6.58585 0.0 0.0 0.0
H 1.68644 -1.29894 5.58601 -0.1 -0.1 -0.1
H 2.00264 -1.18028 7.29438 -0.1 0.0 0.0
H -1.27836 -3.33520 5.49305 0.0 0.0 0.1
H 0.00040 -2.47591 4.62648 0.1 0.1 0.0
H -1.26090 -1.56718 5.45709 0.0 0.0 0.0
H -1.65698 -1.55040 10.34302 0.0 0.0 0.0
H -0.51900 -2.44223 11.36379 0.1 0.0 0.0
H -1.62902 -3.31675 10.31417 0.0 0.1 -0.1
```
Forces are in eV/Å.

Charge: -1
E in a.u.: -2374.997154
Kohn-Sham gap (spin up / spin down) in eV: 5.3 / 5.1
Multiplicity: 3
E_LUMO (spin up / spin down) in eV: 1.88 / 1.64

Löwdin population analysis, charges in e, atoms 1 to 99: 0.092, -0.159, -0.202, -0.183, -0.116, -0.400, -0.258, -0.314, 0.611, -0.284, -0.194, -0.213, -0.185, -0.140, -0.203, -0.203, -0.136, -0.263, -0.070, -0.529, -0.056, 0.024, -0.279, 0.021, 0.105, 0.100, 0.087, 0.097, 0.095, 0.112, 0.132, 0.088, 0.100, 0.032, 0.004, 0.071, 0.041, 0.128, 0.114, 0.124, 0.106, 0.123, 0.121, 0.118, 0.120, 0.112, 0.111, 0.059, 0.064, 0.070, 0.045, 0.045, 0.046, 0.078, -0.028, -0.484, -0.137, -0.175, -0.133, -0.495, -0.090, -0.021, -0.037, -0.036, -0.046, 0.071, 0.080, 0.078, 0.125, 0.124, 0.100, 0.111, 0.123, 0.127, 0.091, 0.086, 0.059, 0.072, 0.087, 0.095, 0.095, 0.086, 0.080, -0.026, -0.487, -0.142, -0.176, -0.131, -0.485, -0.093, -0.029, -0.032, -0.040, -0.054, 0.072, 0.083, 0.076, 0.121, 0.122

***

[2]
This record from the OMol25 dataset describes C2H2N6 in the gas phase at a distorted geometry. The level of theory is ωB97M-V with the def2-TZVPD basis set.

The geometry in XYZ format:
```
10
Properties=species:S:1:pos:R:3:forces:R:3
H 0.29236 0.11411 2.49982 -0.5 0.3 0.8
N 0.79733 0.73304 1.87759 -0.1 -2.2 -3.1
C 0.68426 0.09703 0.74430 1.2 2.1 2.1
N -0.00506 -1.05822 0.41206 -1.3 -0.3 -1.3
C -0.88515 -0.93716 -0.53956 1.0 -0.2 1.9
N -1.34304 0.31386 -1.03231 1.0 -0.1 -0.8
N -0.50257 1.19523 -1.35497 -0.4 -0.3 1.0
N 0.87765 0.91495 -1.35943 0.4 0.0 -0.8
N 1.50946 0.46489 -0.40151 -1.1 0.3 0.1
H -1.42524 -1.83774 -0.84599 0.0 0.5 -0.1
```
Forces are in eV/Å.

Charge: 0
E in a.u.: -405.785246
Kohn-Sham gap in eV: 8.5
E_LUMO in eV: -1.46
Energy above the lowest of the compared OMol25 structures with the same formula, charge and spin in eV: 1.926

How is the electron density shared among the atoms? According to Löwdin, the charges in e are: 0.046, 0.166, -0.508, 0.136, -0.149, 0.054, 0.024, 0.003, 0.112, 0.117

***

[3]
This record from the OMol25 dataset describes 2 unconnected molecules or ions with the total composition CH5BrN2 at a distorted geometry. The level of theory is ωB97M-V with the def2-TZVPD basis set.

The geometry in XYZ format:
```
9
Properties=species:S:1:pos:R:3:forces:R:3
C -0.41923 -1.26400 0.20738 -2.5 0.7 0.7
N 0.89986 1.72994 0.59339 0.9 0.5 -1.2
N 1.39561 0.50503 0.74178 -0.9 0.6 2.2
Br 2.83730 -0.19956 -0.18884 0.4 0.6 -0.9
H -0.86194 -0.82983 1.12692 -0.3 -0.2 -1.3
H -0.80441 -1.39972 -0.78714 -0.6 0.3 0.1
H 0.47032 -1.69890 0.40667 2.7 -1.4 0.4
H 0.82638 2.34065 1.42767 0.1 -0.9 -0.7
H 0.99398 2.22464 -0.30618 0.1 -0.3 0.6
```
Forces are in eV/Å.

Charge: 0
E in a.u.: -2724.418960
Kohn-Sham gap (spin up / spin down) in eV: 8.4 / 9.0
Multiplicity: 3
E_LUMO (spin up / spin down) in eV: 0.71 / -0.45
Energy above the lowest of the compared OMol25 structures with the same formula, charge and spin in eV: 1.862

How is the electron density shared among the atoms? According to Löwdin, the charges in e are: 0.033, -0.080, -0.603, 0.554, 0.009, -0.010, -0.107, 0.111, 0.093

***

- Among the records above, which one has the lowest charge?
  C33H67BN2O8P

***

- Number 1 is which compound?
  C33H67BN2O8P

***

- Number 3 is which compound?
  CH5BrN2